<P>
ORCA calculation (wB97M-V/def2-TZVPD) on 3 unconnected molecules or ions with the total composition C3H14NO2.

Last column: Löwdin charge in e.
Positions of all 20 atoms, in Å:
C 0.012 -0.525 0.391  -0.15
C 1.304 -1.239 0.047  -0.23
C 2.199 -1.307 1.284  -0.10
N -0.557 0.285 -0.778  0.18
H -0.800 -1.165 0.709  0.11
H 0.059 0.226 1.180  0.13
H 1.826 -0.933 -0.856  0.11
H 1.018 -2.277 -0.134  0.11
H 2.497 -0.328 1.663  0.08
H 1.695 -1.852 2.081  0.09
H 3.126 -1.827 1.062  0.08
H -1.457 -0.096 -1.064  0.15
H -0.697 1.248 -0.489  0.13
H -0.030 0.276 -1.652  0.15
H -3.391 0.821 0.967  0.06
H -3.226 -0.409 1.829  0.07
O -2.785 0.075 1.109  -0.05
H 0.468 3.075 -2.627  0.06
H -0.982 3.076 -2.685  0.07
O -0.278 2.876 -2.039  -0.06

Properties
LUMO level, eV: -3.18
HOMO level, eV: -15.483
Total charge: +1

---

<Q>
ORCA calculation (wB97M-V/def2-TZVPD) on 3 unconnected molecules or ions with the total composition C3H14NO2.

Last column: Löwdin charge in e.
Positions of all 20 atoms, in Å:
C -0.403 -0.890 -1.834  -0.06
C -1.020 -0.150 -0.637  -0.22
N 0.069 0.417 0.194  -0.06
C -0.430 1.385 1.198  -0.01
H 0.003 -0.121 -2.567  0.11
H -1.231 -1.366 -2.312  0.08
H 0.414 -1.547 -1.602  0.08
H -1.632 -0.830 0.117  0.15
H -1.705 0.700 -0.987  0.15
H 0.623 -0.261 0.721  0.17
H 0.793 0.891 -0.406  0.15
H -0.463 0.745 2.204  0.16
H 0.314 2.217 1.367  0.10
H -1.406 1.713 0.768  0.10
H 2.599 2.654 -0.918  0.07
H 2.303 2.862 0.506  0.07
O 2.558 2.124 -0.100  -0.06
H -1.572 -2.720 1.687  0.04
H -1.454 -3.328 0.311  0.05
O -0.927 -2.949 1.024  -0.05

Properties
LUMO level, eV: -3.11
HOMO level, eV: -15.217
Total charge: +1

---

<R>
ORCA calculation (wB97M-V/def2-TZVPD) on 3 unconnected molecules or ions with the total composition C3H14NO2.

Last column: Löwdin charge in e.
Positions of all 20 atoms, in Å:
C 0.231 0.492 -0.576  -0.15
C -0.081 1.955 -0.843  -0.24
C -0.733 2.061 -2.230  -0.09
N 0.152 0.160 0.894  0.18
H -0.597 -0.062 -1.004  0.13
H 1.202 0.145 -0.938  0.14
H 0.794 2.611 -0.856  0.12
H -0.814 2.344 -0.139  0.11
H -0.226 1.387 -2.930  0.09
H -1.790 1.785 -2.159  0.09
H -0.684 3.045 -2.664  0.08
H 0.980 0.349 1.453  0.17
H -0.518 0.804 1.324  0.16
H -0.161 -0.811 1.014  0.10
H -0.015 -2.738 2.816  0.06
H -1.041 -1.699 3.300  0.07
O -0.565 -2.009 2.515  -0.06
H 1.111 -3.798 0.872  0.06
H 1.397 -3.106 -0.398  0.05
O 1.360 -2.914 0.550  -0.06

Properties
LUMO level, eV: -3.13
HOMO level, eV: -15.400
Total charge: +1

---

Which structure wins on stability? <R> wins.